Record 1
A structure of composition C50H49IN5O3P3S4TeW at a distorted geometry, computed with wB97M-V/def2-TZVPD.

Summary:
**Frontier orbital gap (spin up / spin down)**: 5.3 / 5.5 eV
**Charge**: +1
**⟨S²⟩**: 0.76
**LUMO level (spin up / spin down)**: -0.157 / -0.148 Eh
**Strongest force on any atom**: 0.0332 hartree/bohr
**Spin multiplicity**: 2

Positions of all 117 atoms, in Å:
W (0.52714, 0.29042, 0.09713)
N (2.43687, 4.31837, 0.84089)
C (2.13309, 3.01912, 0.58249)
S (0.54677, 2.72819, -0.09504)
N (2.99112, 2.12358, 0.93375)
N (2.56456, 0.79967, 0.65617)
C (3.55056, -0.01360, 0.78296)
C (3.57054, -1.43972, 0.56278)
C (4.73505, -2.14729, 0.85934)
C (4.78683, -3.51129, 0.65139)
C (3.66571, -4.16276, 0.13678)
C (2.50418, -3.46780, -0.16806)
C (2.46604, -2.10064, 0.05175)
O (1.34092, -1.42586, -0.21543)
H (1.89314, 5.04965, 0.42003)
H (3.37308, 4.53300, 1.14120)
H (4.47766, 0.45698, 1.10094)
H (5.59318, -1.61530, 1.25580)
H (5.68345, -4.06692, 0.88849)
H (3.70117, -5.23246, -0.03155)
H (1.63234, -3.96130, -0.57583)
Te (-2.36380, 0.69469, -3.89498)
C (-2.04440, -0.54332, -5.55457)
C (-1.77847, -1.89375, -5.37404)
C (-1.53755, -2.67637, -6.49330)
N (-1.55368, -2.21181, -7.74603)
C (-1.82758, -0.91514, -7.90137)
C (-2.07483, -0.04323, -6.84760)
C (-0.94870, -0.19500, -2.65384)
P (0.67464, 0.43383, -2.40844)
C (0.98464, 1.73594, -3.64988)
C (1.08155, 1.24421, -4.95733)
C (1.21216, 2.11504, -6.02583)
C (1.26188, 3.48580, -5.80680)
C (1.17223, 3.97942, -4.51578)
C (1.02863, 3.10884, -3.44078)
C (1.92274, -0.80051, -2.91578)
C (1.52645, -2.03391, -3.40908)
C (2.47902, -2.99588, -3.73124)
C (3.82900, -2.72798, -3.55126)
C (4.23024, -1.48991, -3.05989)
C (3.27877, -0.52972, -2.74478)
P (-1.45681, -0.90103, -1.14323)
C (-2.55609, 0.15455, -0.14319)
C (-2.38621, 1.67150, -0.40547)
C (-3.51870, 2.51652, 0.00303)
C (-4.53369, 2.05040, 0.73624)
C (-4.67472, 0.62075, 1.01004)
C (-3.80543, -0.27250, 0.51580)
C (-2.34127, -2.42205, -1.56547)
C (-1.62094, -3.61414, -1.67216)
C (-2.22888, -4.75943, -2.16642)
C (-3.56217, -4.71476, -2.56037)
C (-4.28298, -3.53363, -2.44939)
C (-3.68036, -2.38573, -1.94803)
H (-1.75894, -2.33243, -4.38278)
H (-1.32468, -3.73492, -6.37820)
H (-1.83962, -0.54776, -8.92237)
H (-2.27057, 1.00399, -7.04768)
H (1.04397, 0.17893, -5.14801)
H (1.27347, 1.71828, -7.03144)
H (1.37242, 4.16561, -6.64234)
H (1.20641, 5.04750, -4.33943)
H (0.94573, 3.51298, -2.44557)
H (0.46812, -2.23229, -3.54443)
H (2.16459, -3.95408, -4.12767)
H (4.56917, -3.47894, -3.79809)
H (5.28379, -1.27539, -2.92648)
H (3.59804, 0.44008, -2.37534)
H (-1.87188, 1.98756, -1.30474)
H (-3.51817, 3.54603, -0.33602)
H (-5.33112, 2.71745, 1.04009)
H (-5.56243, 0.27643, 1.52733)
H (-4.01983, -1.33333, 0.58118)
H (-0.57585, -3.63914, -1.38170)
H (-1.66716, -5.68140, -2.24818)
H (-4.03885, -5.60157, -2.95837)
H (-5.32032, -3.50018, -2.75826)
H (-4.24913, -1.46793, -1.87712)
C (-0.53575, 5.11585, 4.46526)
C (0.40970, 4.37382, 5.37968)
C (1.84980, 4.41670, 4.91981)
O (-0.11153, 3.00788, 5.54913)
P (0.30967, 1.63749, 4.91231)
S (2.05048, 0.98593, 5.31839)
S (0.11219, 1.93341, 2.82978)
O (-0.91060, 0.72012, 5.22937)
C (-1.69898, 0.47912, 6.44528)
C (-3.11439, 0.87877, 6.11774)
C (-1.13470, 1.16235, 7.67147)
H (-0.27131, 6.17521, 4.46186)
H (-1.56537, 5.02103, 4.80954)
H (-0.47046, 4.73287, 3.44502)
H (0.33837, 4.78030, 6.38596)
H (1.97000, 3.97187, 3.92845)
H (2.51563, 3.90102, 5.60888)
H (2.14850, 5.46522, 4.85857)
H (-1.63120, -0.59938, 6.57710)
H (-3.16307, 1.95261, 5.92262)
H (-3.76894, 0.64755, 6.96064)
H (-3.47571, 0.34569, 5.23773)
H (-1.26223, 2.24311, 7.62360)
H (-0.07608, 0.93735, 7.80484)
H (-1.67196, 0.78768, 8.54421)
S (-1.83759, 1.31489, 2.36396)
C (-1.51498, 0.96173, 0.63212)
I (3.09180, -2.70574, 4.74609)
C (1.37365, -2.37587, 3.64480)
C (0.33184, -3.28313, 3.65277)
C (-0.78301, -3.01480, 2.87431)
C (-0.79315, -1.88196, 2.08884)
N (0.22475, -1.01144, 2.06469)
C (1.27381, -1.24053, 2.85622)
H (0.38264, -4.17699, 4.26097)
H (-1.63523, -3.68056, 2.86525)
H (-1.64964, -1.64187, 1.47843)
H (2.03782, -0.47846, 2.88517)

***

Record 2
A cluster of 2 separate species, C3H2FNO3 in total at a distorted geometry, computed with wB97M-V/def2-TZVPD.

Summary:
**Frontier orbital gap**: 5.4 eV
**Charge**: -2
**LUMO level**: 0.247 Eh
**Strongest force on any atom**: 0.0744 hartree/bohr

Positions of all 10 atoms, in Å:
C (0.44905, 0.90372, 0.20393)
C (2.46718, -0.39579, -0.88743)
C (-2.16144, -0.24768, 0.29462)
N (1.21085, 0.01408, -0.17874)
O (2.97012, 0.40621, -1.68244)
O (0.02848, 1.73614, 0.96007)
O (2.87792, -1.50878, -0.59825)
F (-3.72022, -0.13243, 0.05327)
H (-2.12673, 0.45553, 1.09442)
H (-1.99521, -1.23100, 0.74055)

***

Record 3
A cluster of 7 separate species, C28H77N7O7 in total at a distorted geometry, computed with wB97M-V/def2-TZVPD.

Summary:
**Frontier orbital gap**: 9.2 eV
**LUMO level**: 0.010 Eh
**Strongest force on any atom**: 0.0700 hartree/bohr

Positions of all 119 atoms, in Å:
C (1.11204, -1.25124, -1.53764)
O (1.72267, -2.45653, -1.99457)
C (3.03915, -2.26467, -2.50062)
C (3.36364, -3.45894, -3.37429)
C (4.82102, -3.72435, -3.86384)
N (2.52419, -3.33466, -4.56927)
H (0.03701, -1.39881, -1.64076)
H (1.34506, -0.27116, -1.95386)
H (1.45785, -1.24896, -0.50394)
H (3.07963, -1.30587, -3.01750)
H (3.67065, -2.15824, -1.61859)
H (3.00759, -4.33846, -2.83785)
H (5.01220, -2.98131, -4.63808)
H (4.86692, -4.70394, -4.33966)
H (5.48071, -3.72729, -2.99614)
H (1.58494, -3.46962, -4.22330)
H (2.41082, -2.38516, -4.89435)
C (-0.43154, -4.29958, -0.24078)
O (-0.85192, -5.48506, 0.41260)
C (-0.23612, -6.68135, -0.16470)
C (-0.18611, -6.86188, -1.69393)
C (-1.47018, -6.74818, -2.42860)
N (0.31957, -8.09990, -2.12307)
H (-0.86396, -3.40438, 0.20613)
H (-0.75365, -4.27581, -1.28182)
H (0.64950, -4.16016, -0.23846)
H (0.75538, -6.60714, 0.28199)
H (-0.85088, -7.49447, 0.22130)
H (0.56588, -6.20779, -2.13525)
H (-1.26984, -6.58002, -3.48676)
H (-2.06704, -5.91032, -2.06826)
H (-2.17413, -7.57598, -2.34308)
H (1.30326, -7.97619, -1.93033)
H (0.24646, -7.90254, -3.11090)
C (-0.84834, 3.05549, 0.10206)
O (-0.62835, 1.81050, 0.83433)
C (-1.66346, 1.64801, 1.78228)
C (-2.27604, 0.30559, 1.62669)
C (-1.40923, -0.94159, 1.72009)
N (-3.22099, 0.23369, 0.55102)
H (-0.13386, 3.26666, -0.69357)
H (-1.08494, 3.91577, 0.72820)
H (-1.82928, 3.21242, -0.34653)
H (-1.12231, 1.67246, 2.72815)
H (-2.48194, 2.36416, 1.85510)
H (-2.91244, 0.19042, 2.50409)
H (-0.92121, -1.04247, 0.75067)
H (-1.95721, -1.86707, 1.89700)
H (-0.57750, -0.86006, 2.41986)
H (-3.85250, 1.02140, 0.52259)
H (-2.78074, 0.39870, -0.34288)
C (-1.86601, 1.21261, -2.93932)
O (-3.13289, 0.84123, -2.31779)
C (-3.99272, 0.20115, -3.19995)
C (-5.01048, -0.85853, -2.55985)
C (-6.14405, -0.12683, -1.77781)
N (-4.20568, -1.76475, -1.72917)
H (-1.15091, 0.40196, -2.79942)
H (-1.54773, 2.07354, -2.35145)
H (-1.87775, 1.50034, -3.99059)
H (-4.57967, 1.03564, -3.58363)
H (-3.51521, -0.36043, -4.00289)
H (-5.39641, -1.46727, -3.37752)
H (-6.74954, -0.75231, -1.12187)
H (-6.83660, 0.31931, -2.49155)
H (-5.91032, 0.71907, -1.13134)
H (-3.84474, -1.25168, -0.93760)
H (-3.40134, -1.94164, -2.31386)
C (0.69852, -2.66957, 5.09355)
O (-0.46829, -3.14201, 5.72716)
C (-1.68891, -2.64590, 5.12968)
C (-2.94549, -3.30071, 5.75284)
C (-4.24762, -2.76107, 5.15534)
N (-2.87949, -3.11442, 7.18677)
H (0.64371, -1.58193, 5.04743)
H (0.82912, -2.86467, 4.02913)
H (1.50113, -2.99989, 5.75296)
H (-1.63302, -1.57247, 5.31058)
H (-1.55769, -2.74285, 4.05196)
H (-2.88634, -4.37196, 5.56041)
H (-5.12392, -2.98811, 5.76251)
H (-4.38363, -3.03793, 4.10990)
H (-4.18216, -1.67438, 5.20947)
H (-1.96000, -3.38294, 7.50701)
H (-3.43683, -3.81429, 7.65545)
C (-0.69123, 7.06915, 1.78483)
O (0.41751, 7.58855, 0.93163)
C (1.31778, 8.41894, 1.67346)
C (2.57547, 8.67075, 0.79228)
C (3.52362, 7.43774, 0.93498)
N (3.25742, 9.88266, 1.28352)
H (-0.24561, 6.47958, 2.58604)
H (-1.23234, 6.49256, 1.03460)
H (-1.39635, 7.83332, 2.11188)
H (0.74741, 9.33295, 1.83890)
H (1.63217, 7.84313, 2.54392)
H (2.31985, 8.83125, -0.25510)
H (3.91799, 7.22650, 1.92894)
H (4.46727, 7.64938, 0.43215)
H (3.21357, 6.54264, 0.39576)
H (2.71967, 10.72022, 1.11199)
H (3.38092, 9.93439, 2.28461)
C (3.79275, 4.06908, -3.18825)
O (4.49823, 3.03170, -2.61930)
C (3.71763, 2.00108, -2.01456)
C (3.37111, 2.14862, -0.54492)
C (4.57820, 2.14134, 0.46691)
N (2.32223, 1.25437, -0.09818)
H (4.58144, 4.72492, -3.55697)
H (3.14604, 4.64821, -2.52909)
H (3.17522, 3.62350, -3.96812)
H (2.74974, 1.97084, -2.51492)
H (4.33700, 1.10520, -2.05817)
H (2.95226, 3.14605, -0.41150)
H (5.19537, 2.99136, 0.17596)
H (5.21604, 1.27828, 0.27617)
H (4.22685, 2.14425, 1.49873)
H (1.54862, 1.64463, -0.61716)
H (2.02846, 1.37269, 0.86088)

***

Record 4
The molecule C5H8O2, computed with wB97M-V/def2-TZVPD.

Summary:
**Frontier orbital gap**: 9.5 eV
**LUMO level**: 0.028 Eh
**Strongest force on any atom**: 0.0097 hartree/bohr

Positions of all 15 atoms, in Å:
O (0.55065, -1.10175, 2.35649)
C (0.49604, 0.04831, 1.73959)
C (1.24023, 0.04429, 0.42185)
C (0.19514, 0.33949, -0.64878)
C (0.08678, 1.64240, -1.30422)
O (0.65601, 0.52113, -1.97722)
C (-1.01224, -0.52856, -0.39214)
H (1.09431, -1.78000, 1.89338)
H (-1.29313, -0.31504, 0.65396)
H (1.72978, -0.92219, 0.18006)
H (2.01333, 0.81861, 0.47005)
H (-0.88169, 1.96877, -1.68504)
H (0.78105, 2.44439, -1.05445)
H (-0.73895, -1.59008, -0.47042)
H (-1.87671, -0.31845, -1.02290)

***

Record 5
A structure of composition C3H2N2O at a distorted geometry, computed with wB97M-V/def2-TZVPD.

Summary:
**Frontier orbital gap**: 8.4 eV
**LUMO level**: -0.046 Eh
**Strongest force on any atom**: 0.0517 hartree/bohr

Positions of all 8 atoms, in Å:
O (-1.30755, -0.34052, 0.77867)
C (-0.24503, 0.05459, 0.04213)
C (-0.23824, 1.39432, -0.43378)
N (-0.23091, 2.48807, -0.80385)
C (0.94617, -0.71460, -0.06244)
N (1.92770, -1.34270, -0.02826)
H (-0.99883, -0.52242, 1.67899)
H (0.14670, -1.01675, -1.17146)

***

Record 6
A cluster of 2 separate species, CH4FN2O in total at a distorted geometry, computed with wB97M-V/def2-TZVPD.

Summary:
**Frontier orbital gap**: 12.4 eV
**Charge**: +1
**LUMO level**: -0.196 Eh
**Strongest force on any atom**: 0.0719 hartree/bohr

Positions of all 9 atoms, in Å:
C (1.13806, -0.12694, 0.12426)
N (-0.00468, -0.84631, -0.18018)
N (-1.01297, -1.30370, 0.00698)
O (-1.97882, -1.87502, 0.05988)
F (-1.09845, 1.55692, 0.07453)
H (0.88685, 0.91007, 0.36521)
H (1.71573, -0.76635, 0.74925)
H (1.62748, 0.18098, -0.79670)
H (-1.27320, 2.27035, -0.40323)

***

Record 7
A structure of composition C18H17BrN3O5SY, computed with wB97M-V/def2-TZVPD.

Summary:
**Frontier orbital gap**: 8.3 eV
**Charge**: +2
**LUMO level**: -0.245 Eh
**Strongest force on any atom**: 0.0183 hartree/bohr

Positions of all 46 atoms, in Å:
Y (0.23677, 1.34479, 0.66386)
O (3.88956, 4.79576, -2.68636)
C (2.63256, 5.20803, -2.81556)
O (2.32604, 6.19386, -3.41938)
C (1.54617, 4.47301, -2.06844)
C (0.23523, 4.93319, -2.15642)
N (-0.52537, 4.12501, -1.42318)
N (0.19175, 3.14505, -0.82741)
C (1.46700, 3.37092, -1.23445)
C (2.56903, 2.45268, -0.80461)
O (3.70286, 2.62982, -1.15332)
O (2.15621, 1.45281, -0.02110)
H (3.92411, 3.99291, -2.13542)
H (-0.16861, 5.77002, -2.70004)
H (-1.52365, 4.17323, -1.29189)
Br (1.39627, 1.27600, 7.51784)
C (1.06743, 1.33725, 5.69996)
C (0.43947, 2.45152, 5.14082)
C (0.22691, 2.45752, 3.77912)
N (0.58541, 1.43691, 2.97800)
C (1.20578, 0.37844, 3.52996)
C (1.46094, 0.27730, 4.88088)
H (0.13587, 3.29114, 5.74746)
H (-0.25149, 3.31119, 3.30868)
H (1.51661, -0.42417, 2.86409)
H (1.96257, -0.59056, 5.28071)
C (-3.97297, -5.46129, -2.87819)
C (-3.01983, -4.61447, -2.09178)
C (-2.19880, -3.67588, -2.72965)
C (-1.32651, -2.89199, -2.00902)
C (-1.28413, -3.04077, -0.61681)
C (-2.10732, -3.95261, 0.04523)
C (-2.95922, -4.74336, -0.70847)
S (-0.23559, -2.12390, 0.39845)
C (1.37388, -2.41523, -0.29645)
O (-0.44707, -0.58072, 0.11635)
H (-3.80414, -5.37726, -3.94897)
H (-4.99731, -5.14798, -2.66927)
H (-3.88280, -6.50979, -2.59802)
H (-2.24830, -3.57091, -3.80430)
H (-0.70180, -2.17198, -2.51858)
H (-2.07389, -4.05640, 1.12012)
H (-3.59254, -5.46655, -0.21294)
H (1.34799, -2.30627, -1.37717)
H (1.63288, -3.43567, -0.01582)
H (2.09203, -1.72061, 0.14153)

***

Record 8
The ion C4H14NOSi with charge +1 at a distorted geometry, computed with wB97M-V/def2-TZVPD.

Summary:
**Frontier orbital gap (spin up / spin down)**: 4.3 / 5.5 eV
**Charge**: +1
**⟨S²⟩**: 2.01
**LUMO level (spin up / spin down)**: -0.130 / -0.334 Eh
**Strongest force on any atom**: 0.0767 hartree/bohr
**Spin multiplicity**: 3

Positions of all 21 atoms, in Å:
C (-2.29427, 1.63533, 0.03513)
C (2.27577, -2.15417, -1.41222)
C (-1.18790, 1.31723, 0.94982)
C (0.06708, 0.79536, 0.32383)
N (0.81206, 0.14805, 1.43396)
O (1.42559, -1.15844, -0.89013)
Si (-0.14056, -0.78750, -1.04188)
H (-2.80726, 0.76212, -0.44420)
H (-3.13210, 2.10624, 0.63157)
H (-1.88850, 2.25162, -0.85229)
H (1.69587, -2.98777, -1.81206)
H (2.89092, -2.78814, -0.63362)
H (3.03989, -1.69999, -2.03288)
H (-0.94244, 2.29387, 1.50509)
H (-1.43709, 0.56563, 1.70290)
H (0.53838, 1.76728, 0.08270)
H (1.67091, -0.20822, 0.97774)
H (0.33352, -0.67542, 1.81643)
H (0.87748, 0.86301, 2.14616)
H (-0.93124, -0.29387, -2.18209)
H (-0.86611, -1.75223, -0.30397)